No. 1
C14H20N2O5 | wB97M-V/def2-TZVPD

Geometry as XYZ:
```
41
C14H20N2O5 wB97M-V/def2-TZVPD
C -5.49338 -1.74711 1.07364
C -4.11784 -1.11557 1.24825
C -3.39717 -0.87825 -0.08119
C -4.11784 0.08822 -1.03515
C -4.40516 1.46319 -0.44266
N -2.05572 -0.40146 0.20345
C -0.99568 -0.79968 -0.51108
O -1.04110 -1.66600 -1.36741
C 0.34931 -0.21151 -0.14780
C 1.37877 -1.14900 -0.15733
C 2.71774 -0.83639 0.03003
O 3.70024 -1.77332 0.05048
C 3.36173 -3.12756 -0.15435
C 3.07466 0.52397 0.19195
O 4.30962 1.04071 0.37459
C 5.46817 0.23240 0.36277
C 2.05824 1.46673 0.16088
C 0.71535 1.12597 0.02180
N -0.18844 2.24007 0.03416
O 0.17102 3.25710 -0.51350
O -1.24783 2.12826 0.62890
H -5.91859 -1.99095 2.04446
H -6.17440 -1.06915 0.56679
H -5.42063 -2.66270 0.49110
H -4.20929 -0.16997 1.78502
H -3.49450 -1.77908 1.85265
H -3.27323 -1.83413 -0.60387
H -5.05038 -0.37499 -1.36021
H -3.48521 0.20164 -1.91866
H -4.82510 2.11081 -1.20890
H -5.12213 1.39896 0.37178
H -3.49628 1.92844 -0.06942
H -1.97863 0.40385 0.81049
H 1.08512 -2.16888 -0.34592
H 2.89872 -3.28151 -1.13264
H 2.69498 -3.49662 0.62993
H 4.30599 -3.66798 -0.11067
H 6.29462 0.92808 0.50426
H 5.58810 -0.28603 -0.59004
H 5.46136 -0.49583 1.17560
H 2.33194 2.50558 0.26225
```

- Gap between HOMO and LUMO: 8.371 eV
- Structure (SMILES): CCC(CC)NC(=O)c1cc(OC)c(OC)cc1[N+](=O)[O-]
- F_max: 1.58 eV Å⁻¹
- Energy relative to the best compared isomer or geometry (same formula, charge and spin): 107.7 kcal per mole
- 2S+1: 1
- HOMO energy: -8.7 eV

natural (NBO) charges, unit e, in atom order: number 1, C, carries -0.6070; number 2, C, carries -0.4010; number 3, C, carries -0.0524; number 4, C, carries -0.4030; number 5, C, carries -0.6246; number 6, N, carries -0.6095; number 7, C, carries 0.6625; number 8, O, carries -0.6334; number 9, C, carries -0.1215; number 10, C, carries -0.2077; number 11, C, carries 0.2535; number 12, O, carries -0.4994; number 13, C, carries -0.2545; number 14, C, carries 0.2791; number 15, O, carries -0.4862; number 16, C, carries -0.2414; number 17, C, carries -0.2147; number 18, C, carries 0.0292; number 19, N, carries 0.5337; number 20, O, carries -0.3513; number 21, O, carries -0.4095; number 22, H, carries 0.2127; number 23, H, carries 0.2031; number 24, H, carries 0.2054; number 25, H, carries 0.1966; number 26, H, carries 0.2088; number 27, H, carries 0.2269; number 28, H, carries 0.2035; number 29, H, carries 0.2127; number 30, H, carries 0.2157; number 31, H, carries 0.1977; number 32, H, carries 0.2173; number 33, H, carries 0.4264; number 34, H, carries 0.2431; number 35, H, carries 0.1877; number 36, H, carries 0.1832; number 37, H, carries 0.2034; number 38, H, carries 0.1933; number 39, H, carries 0.1845; number 40, H, carries 0.1854; number 41, H, carries 0.2514

***

No. 2
C5H14NS | wB97M-V/def2-TZVPD

Geometry as XYZ:
```
21
C5H14NS wB97M-V/def2-TZVPD
C 2.62822 -0.32762 0.32148
C 1.88693 0.38557 -0.80743
C 0.95517 1.44863 -0.22848
S -0.25393 2.03832 -1.49473
H 3.28243 -1.14022 0.01147
H 1.93688 -0.75741 1.05204
H 3.23673 0.39064 0.87247
H 2.62340 0.85991 -1.45413
H 1.29185 -0.32674 -1.37939
H 1.46736 2.29745 0.21626
H 0.32188 1.02087 0.55288
H -1.22206 2.33290 -0.60877
C -2.55759 -0.65607 0.33017
C -2.35388 -1.07570 1.63957
N -1.52380 -0.93314 -0.67120
H -3.39652 -0.07891 -0.02037
H -3.01346 -0.78252 2.44138
H -1.58955 -1.78903 1.93060
H -0.60136 -0.98319 -0.20719
H -1.66899 -1.79793 -1.19279
H -1.44971 -0.12582 -1.30383
```

- Gap between HOMO and LUMO (spin up / spin down): 4.282 / 8.528 eV
- F_max: 0.90 eV Å⁻¹
- Energy relative to the best compared isomer or geometry (same formula, charge and spin): 62.9 kcal per mole
- 2S+1: 2
- HOMO energy (spin up / spin down): -3.7 / -8.0 eV

natural (NBO) charges, unit e, in atom order: number 1, C, carries -0.6116; number 2, C, carries -0.4174; number 3, C, carries -0.5011; number 4, S, carries -0.0862; number 5, H, carries 0.2166; number 6, H, carries 0.2020; number 7, H, carries 0.2085; number 8, H, carries 0.2119; number 9, H, carries 0.1887; number 10, H, carries 0.2215; number 11, H, carries 0.2176; number 12, H, carries 0.1459; number 13, C, carries -0.3697; number 14, C, carries -0.6921; number 15, N, carries -0.7023; number 16, H, carries 0.1916; number 17, H, carries 0.2011; number 18, H, carries 0.1701; number 19, H, carries 0.3771; number 20, H, carries 0.3958; number 21, H, carries 0.4319

***

No. 3
C2H8N6 | wB97M-V/def2-TZVPD

Geometry as XYZ:
```
16
C2H8N6 wB97M-V/def2-TZVPD
C -1.54012 -0.78251 -0.82337
C 0.55999 1.40848 0.95464
N -2.61223 -0.31627 -0.75371
N 1.61456 1.63524 0.51577
N -0.39363 -1.14845 -0.55769
N -0.50663 1.11460 1.57603
N 2.44090 2.20036 -0.27495
N -0.09426 -2.57966 -0.59390
H -3.29724 0.38299 -0.93594
H -1.08244 0.35021 1.31582
H -0.83227 1.75704 2.39896
H 3.31075 1.82187 -0.21485
H 2.19977 2.87338 -0.95952
H 0.02451 -2.95540 -1.54868
H -0.68623 -3.09777 0.03520
H 0.89456 -2.66411 -0.13381
```

- Gap between HOMO and LUMO: 10.070 eV
- Net charge: +2
- F_max: 3.89 eV Å⁻¹
- Energy relative to the best compared isomer or geometry (same formula, charge and spin): 54.6 kcal per mole
- 2S+1: 1
- HOMO energy: -17.8 eV

natural (NBO) charges, unit e, in atom order: number 1, C, carries 0.6524; number 2, C, carries 0.6101; number 3, N, carries -0.5387; number 4, N, carries -0.0767; number 5, N, carries -0.4628; number 6, N, carries -0.7521; number 7, N, carries -0.5321; number 8, N, carries -0.5220; number 9, H, carries 0.4875; number 10, H, carries 0.4325; number 11, H, carries 0.4775; number 12, H, carries 0.4117; number 13, H, carries 0.4264; number 14, H, carries 0.4648; number 15, H, carries 0.4501; number 16, H, carries 0.4714

***

No. 4
H12NO9 | wB97M-V/def2-TZVPD

Geometry as XYZ:
```
22
H12NO9 wB97M-V/def2-TZVPD
N 38.31700 2.27100 33.19700
O 38.43300 1.93300 31.97200
O 38.92000 1.52600 34.04700
O 37.86000 3.38000 33.46900
O 35.94900 3.15800 31.25900
H 35.96000 2.82200 30.34900
H 36.84200 3.47100 31.49600
O 37.74000 -0.43600 31.90200
H 37.95100 0.51900 31.93100
H 37.12100 -0.59800 31.15300
O 36.36300 1.71600 35.43900
H 37.23200 1.71200 35.01500
H 35.81700 1.02300 35.17600
O 40.24000 -0.41300 34.83600
H 40.39800 -0.38500 35.76300
H 39.47800 0.10900 34.57900
O 40.52800 1.78700 30.18500
H 40.13600 2.15700 30.99900
H 40.02100 1.59700 29.36600
O 38.51700 5.66600 34.75400
H 37.97700 6.29100 34.32000
H 38.17800 4.84900 34.36300
```

- Gap between HOMO and LUMO: 10.142 eV
- Net charge: -1
- F_max: 3.32 eV Å⁻¹
- Energy relative to the best compared isomer or geometry (same formula, charge and spin): 38.4 kcal per mole
- 2S+1: 1
- HOMO energy: -6.9 eV

natural (NBO) charges, unit e, in atom order: number 1, N, carries 0.7292; number 2, O, carries -0.5618; number 3, O, carries -0.5388; number 4, O, carries -0.4862; number 5, O, carries -0.9625; number 6, H, carries 0.4579; number 7, H, carries 0.4965; number 8, O, carries -0.9883; number 9, H, carries 0.4760; number 10, H, carries 0.4438; number 11, O, carries -0.9707; number 12, H, carries 0.4887; number 13, H, carries 0.4628; number 14, O, carries -0.9696; number 15, H, carries 0.4511; number 16, H, carries 0.4969; number 17, O, carries -1.0043; number 18, H, carries 0.5167; number 19, H, carries 0.4805; number 20, O, carries -0.9571; number 21, H, carries 0.4472; number 22, H, carries 0.4921